1.
ORCA calculation (ωB97M-V/def2-TZVPD) on a cluster of 5 separate species, C4H18NO6 in total at a distorted geometry.

Last column: Mulliken charge in e.
Cartesian coordinates (Å):
O  -1.101  -0.408  2.114  -0.54
H  2.251  0.974  -0.681  0.28
H  3.178  1.584  1.237  0.41
O  -2.461  1.296  2.252  -0.47
C  1.497  1.463  -0.072  -0.42
O  -2.839  -1.401  -0.429  -0.56
H  1.592  -2.916  0.327  0.32
O  0.725  -2.684  -0.040  -0.60
O  -1.633  -0.480  -2.872  -0.62
H  2.156  -1.466  -1.270  0.28
O  2.495  -0.681  -1.706  -0.59
H  0.072  0.394  -1.108  0.38
C  -0.937  1.353  0.461  -0.61
H  2.702  -0.874  -2.624  0.29
C  2.099  1.561  1.317  -1.18
H  -3.121  -1.298  0.487  0.28
N  0.246  0.667  -0.139  0.12
C  -1.406  0.686  1.702  0.59
H  1.749  2.328  2.005  0.34
H  1.999  0.632  1.895  0.34
H  -2.553  -0.572  -2.600  0.31
H  1.371  2.452  -0.511  0.46
H  -2.284  -2.189  -0.387  0.29
H  -1.725  1.370  -0.275  0.42
H  -0.664  2.392  0.639  0.39
H  -2.706  0.852  3.080  0.37
H  -1.350  -1.308  -3.264  0.30
H  0.281  -3.539  0.051  0.27
H  0.366  -0.188  0.409  0.16

Properties
frontier orbital gap: 0.4300 hartree
total charge: +1
HOMO level: -14.5 eV
LUMO: -0.104 Eh
relative energy (zero: lowest compared OMol25 entry of this formula, charge and spin): 10.9 kcal/mol
2S+1: 1


2.
ORCA calculation (ωB97M-V/def2-TZVPD) on a cluster of 6 separate species, C4H18NO7S in total at a distorted geometry.

Last column: Mulliken charge in e.
Cartesian coordinates (Å):
H  2.156  0.243  2.032  0.46
H  -0.565  1.583  0.054  -0.26
N  -0.652  -1.025  0.526  0.09
H  2.466  -1.410  -0.831  0.31
O  1.285  1.739  -1.146  -0.67
O  0.920  -3.342  -0.853  -0.67
S  -2.373  3.962  -0.101  -0.29
H  1.983  1.119  -1.390  0.36
H  -0.310  -1.872  0.122  0.16
H  2.646  -0.483  0.124  0.34
H  1.323  1.461  -0.268  0.36
H  -0.555  -0.337  2.497  0.32
C  -1.578  1.228  0.343  0.08
H  3.567  0.696  2.526  0.25
H  -1.076  4.045  -0.340  0.11
H  0.239  -2.786  -1.380  0.40
O  -0.907  -2.113  -2.423  -0.83
O  0.856  0.527  1.453  -0.91
C  -1.623  -0.263  -0.116  0.62
H  0.336  -4.083  -0.766  0.27
H  -3.629  2.002  0.265  0.38
O  3.064  -0.081  2.374  -0.75
H  -1.553  -1.612  -1.769  0.40
C  0.119  -0.538  1.755  -0.77
H  0.921  -1.432  1.881  0.30
H  -2.948  1.887  -1.361  0.32
C  -2.679  2.116  -0.277  -0.63
H  -1.554  1.403  1.468  0.29
O  -2.396  -0.592  -0.955  -0.70
O  2.801  -0.556  -0.776  -0.68
H  -0.286  -1.488  -2.667  0.31

Properties
frontier orbital gap: 0.2939 hartree
total charge: -1
HOMO level: -5.0 eV
LUMO: 0.111 Eh
relative energy (zero: lowest compared OMol25 entry of this formula, charge and spin): 61.9 kcal/mol
2S+1: 1


3.
ORCA calculation (ωB97M-V/def2-TZVPD) on a cluster of 7 separate species, C4H18O11S in total at a distorted geometry.

Last column: Mulliken charge in e.
Cartesian coordinates (Å):
C  -0.311  -0.623  0.792  -0.23
H  -4.652  0.474  0.631  0.29
O  3.654  0.317  3.277  -0.62
S  1.119  0.270  0.199  1.30
H  2.354  1.193  -2.748  0.36
H  0.728  -1.348  -2.598  0.36
H  3.177  1.153  3.205  0.32
C  2.555  -0.559  0.809  -1.25
H  3.364  0.126  0.967  0.50
H  -7.952  2.053  0.492  0.33
H  -1.699  0.686  1.698  0.29
C  -1.605  0.235  0.721  -0.48
H  0.798  -2.866  -2.680  0.30
H  4.862  0.312  -3.269  0.38
O  1.070  1.574  0.795  -0.67
H  2.312  -0.969  1.774  0.42
H  6.121  0.432  -2.418  0.30
O  -7.895  1.505  1.281  -0.67
O  5.802  0.076  -3.251  -0.63
O  1.065  0.307  -1.237  -0.65
O  -2.425  -2.901  1.106  -0.47
H  4.462  0.549  3.746  0.30
H  -0.173  -0.999  1.805  0.45
O  -2.596  -0.720  0.378  -0.27
O  -0.708  -1.768  0.051  -0.37
H  -1.569  1.002  -0.037  0.42
O  0.838  -2.074  -3.223  -0.65
O  3.014  1.075  -3.442  -0.67
H  2.498  0.865  -4.226  0.29
H  2.815  -1.330  0.097  0.38
H  -5.961  0.848  1.323  0.35
C  -1.985  -1.934  0.573  0.57
O  -5.000  0.931  1.402  -0.61
H  -8.081  2.109  2.006  0.33

Properties
frontier orbital gap: 0.3939 hartree
HOMO level: -10.7 eV
structure (SMILES): CS(=O)(=O)[C@H]1COC(=O)O1.O.O.O.O.O.O
LUMO: 0.001 Eh
2S+1: 1


4.
ORCA calculation (ωB97M-V/def2-TZVPD) on a cluster of 5 separate species, C4H18O4 in total at a distorted geometry.

Last column: Mulliken spin population.
Cartesian coordinates (Å):
H  3.479  2.704  0.267  0.00
H  -0.801  -2.528  -1.539  -0.01
H  -0.002  0.228  -0.232  0.03
H  -2.252  -0.013  1.108  0.09
H  0.591  -1.191  1.522  0.05
H  2.399  -0.727  -3.230  0.00
O  0.089  2.395  1.121  0.00
H  -3.725  -1.477  3.152  0.00
C  -0.619  -0.674  -0.141  0.14
C  -0.473  -1.496  -1.611  0.37
C  -2.003  -0.232  0.038  0.09
H  3.784  2.080  -1.157  0.00
C  -0.133  -1.709  0.869  0.11
H  -2.199  -1.255  3.485  0.00
H  0.569  -1.385  -1.897  0.02
O  2.187  0.077  -2.751  0.01
H  -2.721  -1.052  -0.126  0.03
O  3.108  2.276  -0.506  0.00
H  0.142  2.886  0.292  0.00
H  0.917  1.894  1.127  0.00
H  2.310  -0.026  -1.804  0.00
H  -2.295  0.637  -0.549  0.00
H  -0.934  -2.030  1.529  0.00
H  0.427  -2.523  0.422  0.01
O  -2.853  -1.260  2.780  0.01
H  -1.106  -0.903  -2.272  0.02

Properties
frontier orbital gap (alpha / beta): 0.4420 / 0.2002 hartree
total charge: +1
HOMO level (alpha / beta): -14.7 / -14.7 eV
LUMO (alpha / beta): -0.099 / -0.341 Eh
relative energy (zero: lowest compared OMol25 entry of this formula, charge and spin): 0.0 kcal/mol
2S+1: 2


5.
ORCA calculation (ωB97M-V/def2-TZVPD) on a structure of composition C4H19AgNO7 at a distorted geometry.

Last column: Mulliken spin population.
Cartesian coordinates (Å):
H  -1.128  1.786  1.197  0.00
O  3.294  2.365  -1.484  0.00
Ag  2.069  -0.166  0.502  0.00
H  3.159  2.207  3.432  0.00
O  1.383  -3.328  0.580  1.02
H  -1.850  -1.184  -1.288  0.00
C  -2.619  -0.630  -0.748  0.00
O  1.252  -0.962  3.608  0.01
O  5.249  -1.372  0.399  0.00
H  0.532  -0.595  4.156  0.00
H  -2.998  -3.422  -0.738  0.00
H  3.775  3.403  2.739  0.00
H  3.475  2.239  -2.415  0.00
H  -4.459  -2.486  -0.781  0.00
H  -1.071  2.434  -1.266  0.00
H  1.992  -0.222  -3.147  0.00
O  -3.160  -1.501  0.324  0.00
H  -1.490  0.188  1.414  0.00
N  -1.139  0.875  0.762  0.00
C  -3.641  -2.789  -0.127  0.00
H  -3.428  -0.488  -1.464  0.00
H  -2.611  1.946  -1.986  0.00
O  3.327  2.576  2.565  0.00
H  -3.020  1.314  0.295  0.00
H  0.528  -3.496  0.138  -0.02
H  6.077  -0.856  0.339  0.00
C  -1.726  1.585  -1.461  0.00
H  -4.075  -3.386  0.675  0.00
O  1.878  -0.978  -2.539  0.00
C  -2.224  0.800  -0.244  0.00
H  -1.162  1.014  -2.199  0.00
H  3.813  3.131  -1.240  0.00

Properties
frontier orbital gap (alpha / beta): 0.1584 / 0.1524 hartree
total charge: -2
HOMO level (alpha / beta): 0.4 / 0.4 eV
LUMO (alpha / beta): 0.172 / 0.166 Eh
2S+1: 2


6.
ORCA calculation (ωB97M-V/def2-TZVPD) on a cluster of 5 separate species, C4H19N2O6 in total at a distorted geometry.

Last column: Mulliken charge in e.
Cartesian coordinates (Å):
H  -0.886  0.452  -0.229  0.38
O  -0.890  3.058  0.678  -0.68
O  -1.624  -2.068  -0.264  -0.56
H  -1.839  3.190  0.568  0.33
O  1.874  -0.316  3.284  -0.67
C  0.932  -0.486  -1.053  -0.43
H  2.964  -0.010  -1.251  0.36
H  -2.226  -1.932  0.477  0.27
H  -0.016  2.392  -0.746  0.40
H  -1.844  -0.787  -2.209  0.31
H  0.916  -1.483  -1.488  0.40
H  -1.911  -2.824  -0.784  0.26
H  2.712  -0.029  2.915  0.32
H  -0.659  -0.166  -3.292  0.29
H  1.973  1.141  -1.723  0.32
H  0.053  -1.964  0.858  0.20
H  1.376  0.441  3.606  0.31
O  2.662  -0.271  0.570  -0.73
H  -3.076  -0.260  1.992  0.32
N  0.902  -1.521  1.190  -0.18
C  -1.181  0.063  -2.365  -1.41
O  -2.226  -0.589  2.309  -0.59
N  2.084  0.115  -1.778  -0.20
O  0.164  1.704  -1.414  -0.70
H  1.136  -1.641  2.161  0.29
H  -1.917  0.860  -2.458  0.40
H  -0.526  3.949  0.689  0.32
C  -0.321  0.372  -1.155  0.76
C  1.493  -0.635  0.401  0.29
H  2.201  -0.146  -2.753  0.36
H  -2.300  -0.610  3.265  0.27

Properties
frontier orbital gap: 0.3904 hartree
total charge: +1
HOMO level: -13.3 eV
LUMO: -0.098 Eh
relative energy (zero: lowest compared OMol25 entry of this formula, charge and spin): 18.3 kcal/mol
2S+1: 1